(1)
5 unconnected molecules or ions with the total composition C8H26N4O8, computed with ωB97M-V/def2-TZVPD.

Results
Gap between HOMO and LUMO: 9.4 eV
Structure (SMILES): NC(N)=O.NC(N)=O.OCCO.OCCO.OCCO
Total charge: 0
Molecular weight: 306.3 g mol⁻¹

Cartesian coordinates (Å):
C 0.155 1.048 0.294
O -0.891 1.570 0.688
N 0.336 -0.296 0.277
N 1.258 1.789 -0.025
H -0.360 -0.916 0.693
H 1.154 -0.670 -0.186
H 1.090 2.777 -0.157
H 2.009 1.320 -0.497
C -0.221 4.769 -1.906
O 0.584 4.587 -1.005
N 0.061 5.461 -3.047
N -1.511 4.350 -1.799
H -0.678 5.660 -3.695
H 0.911 5.991 -3.050
H -1.718 3.818 -0.968
H -2.129 4.282 -2.586
C 3.107 -1.728 -2.994
C 3.776 -1.163 -1.764
O 2.978 -1.326 -0.588
O 3.129 -3.147 -3.048
H 3.630 -1.305 -3.860
H 2.062 -1.425 -3.036
H 3.904 -0.080 -1.851
H 4.798 -1.513 -1.587
H 3.127 -2.187 -0.188
H 4.011 -3.410 -3.326
C 0.234 -1.627 3.642
C -1.097 -1.548 4.352
O -2.145 -0.868 3.678
O 0.199 -2.685 2.660
H 0.927 -1.979 4.413
H 0.496 -0.643 3.252
H -0.974 -1.045 5.317
H -1.503 -2.520 4.664
H -2.066 -1.024 2.717
H 1.041 -2.657 2.197
C -3.138 -1.895 0.412
C -3.322 -0.636 -0.398
O -3.494 0.455 0.485
O -1.932 -1.843 1.158
H -3.178 -2.833 -0.152
H -4.028 -1.981 1.050
H -4.116 -0.669 -1.142
H -2.373 -0.454 -0.924
H -2.627 0.882 0.626
H -1.474 -2.688 1.202

---

(2)
5 unconnected molecules or ions with the total composition C8H26N6O5, computed with ωB97M-V/def2-TZVPD.

Results
Gap between HOMO and LUMO: 10.0 eV
Structure (SMILES): NC(N)=O.NC(N)=O.NC(N)=O.CC(C)O.CCO
Total charge: 0
Molecular weight: 286.3 g mol⁻¹

Cartesian coordinates (Å):
C -0.593 0.428 0.928
O -0.491 -0.540 0.163
N -0.430 1.714 0.541
N -0.848 0.258 2.258
H -0.439 2.445 1.229
H -0.162 1.869 -0.414
H -0.861 1.044 2.904
H -0.783 -0.639 2.713
C -0.869 -3.655 2.383
O -1.433 -2.918 3.195
N -0.379 -4.887 2.708
N -0.598 -3.203 1.115
H -0.638 -5.144 3.647
H -0.250 -5.549 1.967
H -0.727 -2.200 0.992
H -0.338 -3.850 0.398
C 1.517 2.345 -2.872
O 2.344 3.241 -3.015
N 1.700 1.307 -2.009
N 0.324 2.293 -3.532
H 2.596 1.133 -1.594
H 1.059 0.531 -2.036
H -0.378 1.585 -3.408
H 0.186 3.038 -4.193
C 1.407 4.569 4.030
C 1.064 3.077 4.066
O -0.199 2.787 3.447
H 2.498 4.564 3.944
H 1.121 5.017 4.978
H 1.014 5.117 3.178
H 1.035 2.773 5.120
H 1.842 2.433 3.659
H -0.820 3.434 3.800
C 0.126 -1.838 -4.447
C -1.051 -1.588 -3.489
C -1.410 -2.836 -2.709
O -0.639 -0.590 -2.523
H 0.114 -1.265 -5.374
H 0.202 -2.909 -4.642
H 1.076 -1.562 -3.984
H -1.920 -1.248 -4.050
H -2.103 -3.514 -3.210
H -1.854 -2.554 -1.750
H -0.553 -3.458 -2.425
H -0.462 -1.055 -1.689

---

(3)
5 unconnected molecules or ions with the total composition C8H26O5, computed with ωB97M-V/def2-TZVPD.

Results
Gap between HOMO and LUMO: 10.2 eV
Structure (SMILES): CCO.CCO.CCO.CCO.O
Total charge: 0
Molecular weight: 202.3 g mol⁻¹

Cartesian coordinates (Å):
C 3.911 -1.469 -0.861
C 3.037 -1.619 0.370
O 1.798 -2.089 0.002
H 3.991 -2.495 -1.221
H 4.886 -1.061 -0.593
H 3.509 -0.845 -1.660
H 2.825 -0.684 0.889
H 3.416 -2.329 1.104
H 1.878 -2.995 -0.304
C -1.616 -2.335 1.759
C -2.656 -1.567 0.924
O -3.493 -0.856 1.786
H -2.039 -3.166 2.324
H -0.987 -1.621 2.290
H -0.894 -2.767 1.067
H -3.206 -2.248 0.274
H -2.086 -0.894 0.283
H -2.990 -0.146 2.190
C 0.528 0.096 -2.780
C 0.092 0.602 -1.421
O 1.106 0.547 -0.480
H 1.175 0.850 -3.228
H -0.221 -0.137 -3.538
H 1.102 -0.825 -2.677
H -0.810 0.084 -1.096
H -0.207 1.636 -1.593
H 1.236 -0.374 -0.240
C -2.349 2.748 0.187
C -2.965 2.440 1.529
O -2.053 1.534 2.127
H -1.288 2.987 0.257
H -2.706 3.654 -0.303
H -2.429 1.907 -0.502
H -3.967 2.016 1.460
H -3.077 3.373 2.083
H -1.229 1.961 2.373
O 3.269 2.041 -0.741
H 2.558 1.413 -0.614
H 2.950 2.630 -1.425

---

Copy entry 2 word for word.
5 unconnected molecules or ions with the total composition C8H26N6O5, computed with ωB97M-V/def2-TZVPD.

Results
Gap between HOMO and LUMO: 10.0 eV
Structure (SMILES): NC(N)=O.NC(N)=O.NC(N)=O.CC(C)O.CCO
Total charge: 0
Molecular weight: 286.3 g mol⁻¹

Cartesian coordinates (Å):
C -0.593 0.428 0.928
O -0.491 -0.540 0.163
N -0.430 1.714 0.541
N -0.848 0.258 2.258
H -0.439 2.445 1.229
H -0.162 1.869 -0.414
H -0.861 1.044 2.904
H -0.783 -0.639 2.713
C -0.869 -3.655 2.383
O -1.433 -2.918 3.195
N -0.379 -4.887 2.708
N -0.598 -3.203 1.115
H -0.638 -5.144 3.647
H -0.250 -5.549 1.967
H -0.727 -2.200 0.992
H -0.338 -3.850 0.398
C 1.517 2.345 -2.872
O 2.344 3.241 -3.015
N 1.700 1.307 -2.009
N 0.324 2.293 -3.532
H 2.596 1.133 -1.594
H 1.059 0.531 -2.036
H -0.378 1.585 -3.408
H 0.186 3.038 -4.193
C 1.407 4.569 4.030
C 1.064 3.077 4.066
O -0.199 2.787 3.447
H 2.498 4.564 3.944
H 1.121 5.017 4.978
H 1.014 5.117 3.178
H 1.035 2.773 5.120
H 1.842 2.433 3.659
H -0.820 3.434 3.800
C 0.126 -1.838 -4.447
C -1.051 -1.588 -3.489
C -1.410 -2.836 -2.709
O -0.639 -0.590 -2.523
H 0.114 -1.265 -5.374
H 0.202 -2.909 -4.642
H 1.076 -1.562 -3.984
H -1.920 -1.248 -4.050
H -2.103 -3.514 -3.210
H -1.854 -2.554 -1.750
H -0.553 -3.458 -2.425
H -0.462 -1.055 -1.689

---

What did the first record say?
5 unconnected molecules or ions with the total composition C8H26N4O8, computed with ωB97M-V/def2-TZVPD.

Results
Gap between HOMO and LUMO: 9.4 eV
Structure (SMILES): NC(N)=O.NC(N)=O.OCCO.OCCO.OCCO
Total charge: 0
Molecular weight: 306.3 g mol⁻¹

Cartesian coordinates (Å):
C 0.155 1.048 0.294
O -0.891 1.570 0.688
N 0.336 -0.296 0.277
N 1.258 1.789 -0.025
H -0.360 -0.916 0.693
H 1.154 -0.670 -0.186
H 1.090 2.777 -0.157
H 2.009 1.320 -0.497
C -0.221 4.769 -1.906
O 0.584 4.587 -1.005
N 0.061 5.461 -3.047
N -1.511 4.350 -1.799
H -0.678 5.660 -3.695
H 0.911 5.991 -3.050
H -1.718 3.818 -0.968
H -2.129 4.282 -2.586
C 3.107 -1.728 -2.994
C 3.776 -1.163 -1.764
O 2.978 -1.326 -0.588
O 3.129 -3.147 -3.048
H 3.630 -1.305 -3.860
H 2.062 -1.425 -3.036
H 3.904 -0.080 -1.851
H 4.798 -1.513 -1.587
H 3.127 -2.187 -0.188
H 4.011 -3.410 -3.326
C 0.234 -1.627 3.642
C -1.097 -1.548 4.352
O -2.145 -0.868 3.678
O 0.199 -2.685 2.660
H 0.927 -1.979 4.413
H 0.496 -0.643 3.252
H -0.974 -1.045 5.317
H -1.503 -2.520 4.664
H -2.066 -1.024 2.717
H 1.041 -2.657 2.197
C -3.138 -1.895 0.412
C -3.322 -0.636 -0.398
O -3.494 0.455 0.485
O -1.932 -1.843 1.158
H -3.178 -2.833 -0.152
H -4.028 -1.981 1.050
H -4.116 -0.669 -1.142
H -2.373 -0.454 -0.924
H -2.627 0.882 0.626
H -1.474 -2.688 1.202